No. 1
Molecular formula: C22H25BrN2O9P2Pd
Method: DFT, wB97M-V/def2-TZVPD

Results
strongest force on any atom: 2.05 eV Å⁻¹
HOMO-LUMO gap (spin up / spin down): 0.19290 / 0.19441 hartree
LUMO energy (spin up / spin down): -1.976 / -1.934 eV
HOMO energy (spin up / spin down): -7.22 / -7.22 eV

```
! RIJCOSX wB97M-V def2-TZVPD def2/J DEFGRID3
* xyz 0 1
Pd 1.9369 -0.7172 -0.8284
C 2.4217 -4.4886 -3.1376
C 2.9006 -3.9261 -1.8120
O 3.6920 -4.8753 -1.0957
P 1.4835 -3.5493 -0.6976
O 2.1347 -3.2289 0.7148
O 0.7505 -4.9208 -0.4042
O 0.5181 -2.5393 -1.2010
P 3.7444 -2.3010 -2.0105
O 5.0270 -2.6995 -2.8991
O 4.1735 -1.8675 -0.6318
O 2.8696 -1.3355 -2.7677
H 1.8579 -5.4076 -2.9777
H 3.2812 -4.7073 -3.7703
H 1.7834 -3.7578 -3.6353
H 4.5468 -4.4907 -0.8695
H 2.9409 -2.6785 0.6671
H 1.3370 -5.5750 0.0081
H 5.1953 -2.0330 -3.5817
Br 1.1086 1.9359 -2.2300
C 2.7287 2.2218 -1.2861
C 3.1604 3.4964 -0.9708
C 4.4142 3.6137 -0.3916
C 5.1703 2.4755 -0.1543
C 4.6295 1.2419 -0.4708
N 3.4233 1.1215 -1.0226
H 2.5394 4.3555 -1.1751
H 4.8026 4.5909 -0.1366
H 6.1583 2.5385 0.2783
H 5.1495 0.3111 -0.2831
C -6.2507 1.3716 -1.8082
C -5.6215 1.1421 -0.4576
C -6.4268 0.7628 0.6123
C -5.8792 0.5210 1.8605
C -4.5157 0.6472 2.0564
C -3.6959 1.0400 1.0005
N -2.3039 1.1357 1.1230
C -1.5544 1.2535 2.2653
C -2.0937 1.8589 3.4133
C -1.3562 1.9784 4.5705
C -0.0430 1.5240 4.6304
C 0.5248 0.9766 3.5009
C -0.1962 0.8329 2.3131
C 0.5371 0.2610 1.1582
O 1.7523 -0.0864 1.2946
O 0.0120 0.1331 0.0143
C -4.2482 1.3015 -0.2671
C -3.3311 1.7297 -1.3808
H -7.3095 1.1200 -1.7802
H -5.7719 0.7576 -2.5725
H -6.1621 2.4169 -2.1129
H -7.4932 0.6482 0.4587
H -6.5156 0.2143 2.6808
H -4.0805 0.4156 3.0189
H -1.7751 0.7835 0.3345
H -3.1021 2.2464 3.3636
H -1.8071 2.4445 5.4380
H 0.5252 1.6062 5.5472
H 1.5539 0.6430 3.5010
H -2.6370 2.4958 -1.0304
H -3.8862 2.1291 -2.2263
H -2.7283 0.8914 -1.7470
*
```

=====

No. 2
Molecular formula: C22H25ClF5N6O5TeZr
Method: DFT, wB97M-V/def2-TZVPD

Results
strongest force on any atom: 7.98 eV Å⁻¹
HOMO-LUMO gap (spin up / spin down): 0.16836 / 0.16828 hartree
LUMO energy (spin up / spin down): -6.474 / -6.475 eV
HOMO energy (spin up / spin down): -11.06 / -11.05 eV

```
! RIJCOSX wB97M-V def2-TZVPD def2/J DEFGRID3
* xyz 1 1
Zr 0.3223 0.1922 0.4072
C 3.5213 0.0492 -0.6760
C 3.1191 1.5178 -0.6347
N 1.9731 1.6456 0.3130
C 2.4609 1.9324 1.6662
C 2.1786 0.8236 2.6461
C 2.6825 0.9079 3.9460
C 2.2409 0.0016 4.9046
C 1.2670 -0.9247 4.5592
C 0.8153 -0.9424 3.2446
C -0.3475 -1.8131 2.8311
N -0.5819 -1.5644 1.4407
C 0.5201 -2.1954 0.5583
C 2.0638 -1.7398 0.3442
N 2.2290 -0.5164 -0.4848
N 1.3177 -0.1419 2.2549
H 4.2034 -0.1817 0.1489
H 3.9809 -0.2364 -1.6253
H 2.7497 1.8120 -1.6263
H 3.9601 2.1818 -0.4069
H 1.3634 2.6843 -0.0879
H 1.9322 2.8236 2.0270
H 3.5303 2.1741 1.6917
H 3.3795 1.6933 4.2176
H 2.6113 0.0566 5.9236
H 0.8492 -1.5943 5.3020
H -1.2284 -1.5116 3.4076
H -0.1438 -2.8680 3.0435
H -1.4765 -1.8438 0.8641
H 0.0863 -2.1869 -0.4517
H 0.5531 -3.2595 0.8307
H 2.5285 -2.5553 -0.2269
H 2.6259 -1.7157 1.2810
H 1.5611 -0.9966 -1.6252
O -4.7123 1.5895 2.8865
C -4.9082 1.4098 1.5592
O -6.0174 1.6615 1.0936
C -3.8136 0.8745 0.7461
C -3.9446 0.4485 -0.5703
Cl -5.3321 0.5421 -1.5728
N -2.7228 -0.0262 -1.0219
N -1.7789 0.1767 -0.0720
C -2.4187 0.7041 0.9814
C -1.6793 1.0872 2.2137
O -2.3901 1.4152 3.2173
O -0.4185 1.0584 2.1523
C -2.3004 -0.6628 -2.2425
C -0.9201 -0.8845 -2.4334
C -0.4351 -1.5036 -3.5889
C -1.3194 -1.9158 -4.5780
C -2.6857 -1.7173 -4.4033
C -3.1755 -1.1031 -3.2415
H -3.7587 1.4822 3.1761
H -0.1963 -0.5739 -1.6782
H 0.6338 -1.6608 -3.7048
H -0.9463 -2.3976 -5.4769
H -3.3824 -2.0496 -5.1689
H -4.2504 -1.0256 -3.1640
F 1.3454 -0.4625 -4.0583
Te 0.6401 1.3554 -3.5848
F 0.7929 1.9150 -5.5055
F -0.0654 3.1732 -3.1112
F 2.5124 1.9946 -3.2494
F -1.2322 0.7162 -3.9201
O 0.4857 0.7907 -1.6468
H -0.4539 1.8806 -0.0410
*
```

=====

Which of these has the highest strongest force on any atom?
C22H25ClF5N6O5TeZr

=====

Which of these has the lowest strongest force on any atom?
C22H25BrN2O9P2Pd

=====

Number 1 is which compound?
C22H25BrN2O9P2Pd

=====

The lowest strongest force on any atom belongs to which entry?
C22H25BrN2O9P2Pd